No. 1
Formula: C24H24MnN6O4S2
Source: the OMol25 dataset
Level of theory: wB97M-V/def2-TZVPD

```
61
Properties=species:S:1:pos:R:3:nbo_charge:R:1
Mn 0.37652 -0.63181 0.35652 1.06
C 1.16626 3.28400 1.89070 -0.22
C 2.51670 3.19800 2.21314 -0.15
C 3.12577 1.96444 2.18002 -0.22
C 2.39597 0.82968 1.82680 0.18
N 1.08908 0.92798 1.49936 -0.45
C 0.50733 2.12833 1.53505 0.07
C 2.95080 -0.51619 1.78085 0.16
C 4.23985 -0.84710 2.20371 -0.22
C 4.66298 -2.15595 2.15287 -0.15
C 3.78497 -3.13313 1.69782 -0.24
C 2.52844 -2.73438 1.28833 0.09
N 2.12013 -1.47131 1.31130 -0.43
H 0.64317 4.22856 1.89500 0.23
H 3.07346 4.08699 2.47594 0.22
H 4.17890 1.87111 2.40527 0.22
H -0.53505 2.15112 1.23597 0.23
H 4.90150 -0.07376 2.56709 0.22
H 5.66430 -2.42371 2.46279 0.22
H 4.07306 -4.17288 1.65128 0.23
H 1.81207 -3.45531 0.91209 0.22
O -0.52223 4.21097 -0.93017 -0.68
C 0.12118 3.92958 -2.09823 0.40
C 0.52182 4.94261 -2.96179 -0.32
C 1.21648 4.64060 -4.12212 -0.19
C 1.54144 3.32750 -4.41835 -0.25
C 1.14753 2.31630 -3.55556 -0.14
C 0.41730 2.59577 -2.40972 -0.18
C -0.06044 1.46987 -1.55634 0.57
O 0.77258 0.57218 -1.19755 -0.76
N -1.33726 1.45292 -1.29916 -0.45
N -1.73691 0.41284 -0.47775 -0.38
C -2.87045 -0.04189 -0.85537 -0.07
S -3.85359 -1.16266 0.05344 0.28
C -4.84335 -1.64339 -1.39683 -0.52
C -5.13853 -0.37964 -2.17247 -0.55
S -3.57870 0.54909 -2.36269 0.31
H -0.66967 5.15869 -0.86673 0.47
H 0.28546 5.97322 -2.71618 0.20
H 1.50871 5.43891 -4.79233 0.21
H 2.09159 3.09043 -5.31942 0.21
H 1.38703 1.28148 -3.76519 0.23
H -5.74714 -2.12771 -1.02865 0.23
H -4.25549 -2.34457 -1.98823 0.22
H -5.85525 0.24932 -1.64594 0.22
H -5.51009 -0.60117 -3.17245 0.23
C -2.36416 -3.37581 2.54928 -0.68
C -1.42558 -2.59613 1.68742 0.26
N -1.03369 -1.39745 1.95513 -0.21
O -1.55664 -0.84710 3.11998 -0.56
C -0.89327 -3.15438 0.46483 -0.01
C -1.05006 -4.58540 0.05334 -0.66
N -0.17426 -2.30266 -0.22884 -0.03
O 0.49939 -2.59959 -1.26537 -0.55
H -2.63665 -2.79939 3.42781 0.25
H -1.90500 -4.31585 2.85837 0.23
H -3.26376 -3.61144 1.97907 0.23
H -1.26510 0.06669 3.08249 0.48
H -0.58076 -5.25453 0.78136 0.20
H -0.55901 -4.72047 -0.90839 0.26
H -2.09970 -4.87243 -0.04260 0.21
```

- Frontier orbital gap (alpha / beta): 6.38 / 6.40 eV
- ⟨S²⟩: 1.19
- Total energy: -3505.7282 hartree
- Spin multiplicity: 2
- Total charge: 0


No. 2
Formula: C5H7NO
Source: the OMol25 dataset
Level of theory: wB97M-V/def2-TZVPD

```
14
Properties=species:S:1:pos:R:3:nbo_charge:R:1
C -1.73564 -0.06364 0.33131 -0.61
C -0.46065 -0.87704 0.11613 -0.40
C 0.71491 -0.03175 -0.33257 0.11
C 1.75169 0.43159 0.60259 -0.08
O 1.99471 -0.64431 -0.28703 -0.45
C 0.46651 0.78298 -1.52544 0.26
N 0.22804 1.43284 -2.45227 -0.30
H -1.59132 0.71836 1.08586 0.21
H -2.54829 -0.71467 0.66792 0.22
H -2.05937 0.41889 -0.59692 0.22
H -0.15662 -1.38238 1.03883 0.22
H -0.62910 -1.65759 -0.63750 0.22
H 2.30321 1.34683 0.39099 0.20
H 1.65599 0.15733 1.65315 0.19
```

- SMILES string: CC[C@@]1(C#N)CO1
- Frontier orbital gap: 11.96 eV
- Total energy: -324.6623 hartree
- Total charge: 0


No. 3
Formula: C2H10N2O3
Source: the OMol25 dataset
Level of theory: wB97M-V/def2-TZVPD

```
17
Properties=species:S:1:pos:R:3:nbo_charge:R:1
C -1.36935 0.50164 -2.08752 -0.42
N -1.46865 1.14018 -0.71419 -0.57
C -1.14710 0.33044 0.32881 0.74
N -0.85070 1.01751 1.53274 -0.74
O -1.19957 -0.93328 0.59110 -0.07
H -0.34561 0.22113 -1.91925 0.23
H -1.59497 1.32835 -2.81058 0.26
H -2.06951 -0.40311 -2.24706 0.24
H -2.11984 1.87628 -0.51905 0.45
H -0.76681 2.00639 1.24166 0.44
H -0.31630 0.52633 2.24954 0.45
H 0.59995 -1.61436 1.65338 0.44
H 1.40338 -2.48680 2.56233 0.48
O 1.37211 -2.16741 1.66818 -0.92
H 3.48189 -0.59760 -1.28042 0.48
H 3.05806 -0.70374 0.20657 0.48
O 3.33303 -0.04196 -0.45625 -0.95
```

- Frontier orbital gap (alpha / beta): 9.38 / 4.63 eV
- ⟨S²⟩: 0.76
- Total energy: -417.0489 hartree
- Spin multiplicity: 2
- Total charge: +1


No. 4
Formula: C6H12O
Source: the OMol25 dataset
Level of theory: wB97M-V/def2-TZVPD

```
19
Properties=species:S:1:pos:R:3:nbo_charge:R:1
C 1.54365 0.36626 0.91069 -0.39
C 2.10249 -0.17577 -0.28687 -0.38
O 0.47789 -0.92522 -1.22749 -0.68
C -0.37926 -1.13648 -0.30921 0.28
C -0.77954 -0.01322 1.06746 -0.53
C -1.63446 -0.36305 -0.12351 -0.31
C -1.81581 0.76898 -1.11286 -0.60
H 1.63583 -0.15798 1.85307 0.24
H 1.29162 1.41866 0.93247 0.23
H 2.86659 0.47094 0.56103 0.28
H 2.56224 -1.15542 -0.27800 0.24
H 2.20633 0.43978 -1.16982 0.25
H -0.33442 -2.08339 0.25814 0.14
H -0.72524 1.05306 1.27458 0.20
H -0.95317 -0.60416 1.96637 0.21
H -2.54001 -0.94526 0.06532 0.20
H -2.04787 0.39217 -2.11402 0.22
H -2.61253 1.45057 -0.79464 0.20
H -0.88606 1.34201 -1.19429 0.21
```

- Frontier orbital gap: 8.70 eV
- Total energy: -310.8487 hartree
- Total charge: 0


No. 5
Formula: C7H13N
Source: the OMol25 dataset
Level of theory: wB97M-V/def2-TZVPD

```
21
Properties=species:S:1:pos:R:3:nbo_charge:R:1
C 0.04800 -0.56847 1.70806 -0.46
C -0.94202 -1.36846 -1.51374 -0.70
C 2.00466 -0.89720 0.22004 -0.66
C -0.21386 2.21346 0.18404 -0.63
C -1.15096 -0.26363 -0.52179 0.44
C 0.79698 -0.10621 0.64926 0.05
C 0.29622 0.88008 -0.29694 -0.31
N -2.29778 0.15435 -0.19632 -0.70
H -2.37398 0.86642 0.52099 0.35
H -0.73042 0.02853 2.16556 0.20
H 0.42230 -1.38064 2.32052 0.20
H 0.88462 0.94672 -1.21108 0.21
H -1.82738 -2.00689 -1.55638 0.24
H -0.07337 -1.97170 -1.26171 0.22
H -0.79517 -0.92929 -2.50325 0.23
H 2.72281 -0.94859 1.04501 0.23
H 1.74782 -1.92092 -0.06303 0.22
H 2.54672 -0.43820 -0.61044 0.21
H -0.62598 2.18365 1.19659 0.21
H -1.02844 2.57033 -0.46148 0.22
H 0.58924 2.95667 0.18610 0.22
```

- SMILES string: [H]/N=C(/C)[C@@H](C)C(=C)C
- Frontier orbital gap: 8.71 eV
- Total energy: -329.1739 hartree
- Total charge: 0


No. 6
Formula: C19H23N3O3
Source: the OMol25 dataset
Level of theory: wB97M-V/def2-TZVPD

```
48
Properties=species:S:1:pos:R:3:nbo_charge:R:1
O 5.23604 3.37345 1.18794 -0.38
N 4.04567 3.55029 1.02907 0.53
O 3.55924 4.51351 0.47358 -0.37
C 3.14825 2.54435 1.53017 0.01
C 1.77604 2.72038 1.39682 -0.18
C 0.92316 1.74529 1.87263 -0.21
C 1.41976 0.59417 2.48363 -0.01
C 2.79921 0.44863 2.62520 -0.17
C 3.66432 1.41179 2.14920 -0.19
H 4.73384 1.30632 2.24750 0.25
H 3.20753 -0.42617 3.11047 0.20
C 0.47772 -0.45786 3.00874 0.05
O 0.52889 -0.52058 4.42014 -0.70
H 1.41658 -0.77909 4.69321 0.46
H -0.55579 -0.17531 2.78689 0.18
C 0.74861 -1.88795 2.43407 -0.21
N 0.43178 -2.19663 1.07741 -0.46
C -0.94663 -2.15934 0.64800 -0.22
C -1.31720 -0.86917 -0.08965 -0.24
N -0.42398 -0.69123 -1.21863 -0.45
C 0.94357 -0.57225 -0.75271 -0.24
C 1.33690 -1.84285 0.01069 -0.21
H 2.34745 -1.73568 0.40805 0.20
H 1.32925 -2.67370 -0.70594 0.19
H 1.60041 -0.46548 -1.61984 0.20
H 1.07552 0.31648 -0.11112 0.17
C -0.82421 0.42665 -2.05499 -0.25
C -2.12708 0.14191 -2.75202 0.06
C -2.33098 -1.09785 -3.34643 -0.24
C -3.51666 -1.37536 -4.00051 -0.19
C -4.51146 -0.41383 -4.07438 -0.22
C -4.31490 0.82330 -3.48678 -0.20
C -3.12965 1.09796 -2.82559 -0.24
H -2.98251 2.06544 -2.36586 0.21
H -5.08717 1.57680 -3.53984 0.21
H -5.43700 -0.62885 -4.58783 0.21
H -3.66623 -2.34282 -4.45738 0.21
H -1.55065 -1.84035 -3.27894 0.23
H -0.90171 1.36581 -1.47613 0.17
H -0.04406 0.56791 -2.81125 0.21
H -2.33967 -0.94796 -0.46545 0.22
H -1.26715 -0.00438 0.59771 0.15
H -1.59806 -2.30151 1.51096 0.20
H -1.09748 -2.99374 -0.04737 0.20
H 0.15782 -2.55932 3.06955 0.21
H 1.80487 -2.12927 2.58881 0.19
H -0.14446 1.88154 1.78265 0.22
H 1.40225 3.61653 0.92557 0.25
```

- SMILES string: O=[N+]([O-])c1ccc([C@H](O)CN2CCN(Cc3ccccc3)CC2)cc1
- Frontier orbital gap: 7.55 eV
- Total energy: -1127.6876 hartree
- Total charge: 0


Across the entries above, max |F| takes the values 2.699 1.142 5.361 0.377 4.536 1.430 eV Å⁻¹, respectively.
Across the entries above, energy relative to the best compared isomer or geometry (same formula, charge and spin) takes the values 49.4 39.0 45.6 132.1 61.2 133.6 kcal per mole, respectively.